# C25H22AgClN2O2S2

C25H22AgClN2O2S2 as an isolated structure (ωB97M-V/def2-TZVPD, the Open Molecules 2025 dataset).

XYZ file:
```
55
C25H22AgClN2O2S2 (ωB97M-V/def2-TZVPD)
Ag -1.033 1.461 0.711
S 1.491 2.316 0.397
C 1.026 3.916 0.438
N 1.833 4.935 0.109
C 1.229 6.257 -0.027
C -0.081 6.090 -0.775
N -0.945 5.266 0.057
C -2.390 5.476 0.005
C -2.877 5.424 -1.422
C -2.676 4.270 -2.174
C -3.103 4.211 -3.491
C -3.742 5.302 -4.067
C -3.957 6.448 -3.318
C -3.521 6.509 -2.001
C -0.384 4.291 0.785
S -1.161 3.559 2.066
C 3.264 4.761 -0.168
C 3.646 5.337 -1.510
C 4.344 6.536 -1.601
C 4.632 7.092 -2.840
C 4.221 6.450 -3.998
C 3.529 5.249 -3.914
C 3.243 4.695 -2.676
H 1.904 6.907 -0.573
H 1.037 6.688 0.961
H 0.105 5.624 -1.748
H -0.564 7.052 -0.942
H -2.636 6.438 0.463
H -2.855 4.686 0.593
H -2.204 3.405 -1.718
H -2.949 3.306 -4.065
H -4.071 5.254 -5.097
H -4.469 7.296 -3.753
H -3.689 7.410 -1.422
H 3.457 3.693 -0.141
H 3.837 5.236 0.633
H 4.674 7.034 -0.695
H 5.171 8.029 -2.896
H 4.443 6.882 -4.965
H 3.214 4.741 -4.816
H 2.703 3.756 -2.609
Cl -7.456 -2.243 -0.879
C -6.161 -1.136 -0.513
C -6.471 0.135 0.006
C -5.476 1.033 0.259
C -4.094 0.743 0.004
O -3.223 1.651 0.175
C -3.806 -0.593 -0.448
C -2.478 -1.104 -0.590
O -1.403 -0.539 -0.383
C -4.863 -1.492 -0.717
H -7.505 0.386 0.207
H -5.703 2.015 0.654
H -2.439 -2.161 -0.916
H -4.621 -2.481 -1.091
```

Computed properties:
ΔE to the lowest compared entry with this formula, charge and spin: 2.27 kcal/mol
Charge: 0
Gap between HOMO and LUMO: 6.10 eV

Results of the Mulliken charge analysis, in e, for atoms 1 through 2: atom 1 (Ag): 0.187, atom 2 (S): -0.346

***

# C25H22BrN2NaO2S5Sb

C25H22BrN2NaO2S5Sb as an isolated structure (ωB97M-V/def2-TZVPD, the Open Molecules 2025 dataset).

XYZ file:
```
59
C25H22BrN2NaO2S5Sb (ωB97M-V/def2-TZVPD)
Na 1.753 1.643 -3.856
S 1.133 1.034 -0.247
C 0.824 -0.594 0.003
N 1.034 -1.187 1.233
C 0.738 -2.578 1.468
C -0.445 -2.989 0.617
N -0.132 -2.694 -0.758
C -0.756 -3.555 -1.743
C -2.266 -3.464 -1.704
C -3.046 -4.584 -1.443
C -4.430 -4.496 -1.389
C -5.050 -3.273 -1.590
C -4.279 -2.147 -1.846
C -2.900 -2.238 -1.904
C 0.315 -1.425 -1.047
S 0.357 -0.907 -2.705
C 1.546 -0.451 2.366
C 0.469 -0.138 3.378
C 0.582 -0.526 4.707
C -0.423 -0.236 5.622
C -1.556 0.445 5.208
C -1.678 0.831 3.879
C -0.678 0.542 2.969
H 0.497 -2.706 2.528
H 1.603 -3.210 1.230
H -1.352 -2.460 0.947
H -0.629 -4.062 0.710
H -0.442 -4.584 -1.541
H -0.367 -3.285 -2.724
H -2.554 -5.538 -1.281
H -5.021 -5.381 -1.186
H -6.130 -3.194 -1.546
H -4.757 -1.188 -2.005
H -2.298 -1.362 -2.110
H 1.980 0.475 1.985
H 2.345 -1.031 2.846
H 1.468 -1.064 5.026
H -0.320 -0.549 6.654
H -2.345 0.673 5.915
H -2.562 1.365 3.551
H -0.758 0.843 1.931
S 2.676 -3.806 -3.144
Sb 2.653 -1.572 -3.528
S 2.072 -0.671 -5.567
S 3.987 -0.141 -2.414
Br 2.923 6.493 -3.942
C 2.554 5.965 -2.142
C 3.172 6.712 -1.147
C 2.934 6.411 0.181
C 2.058 5.378 0.503
C 1.439 4.666 -0.505
C 1.688 4.927 -1.855
C 0.992 4.022 -2.884
O 1.649 3.740 -3.918
O -0.135 3.625 -2.572
H 3.836 7.521 -1.424
H 3.430 6.982 0.956
H 1.859 5.123 1.536
H 0.739 3.872 -0.283
```

Computed properties:
ΔE to the lowest compared entry with this formula, charge and spin: 0.00 kcal/mol
Charge: -2
Spin multiplicity: 2
Gap between HOMO and LUMO (spin up / spin down): 5.29 / 6.08 eV

Results of the Mulliken charge analysis, in e, for atoms 1 through 2: atom 1 (Na): 0.768, atom 2 (S): -0.077

***

# C25H22ClN3O5

One molecule with the formula C25H22ClN3O5 (ωB97M-V/def2-TZVPD, the Open Molecules 2025 dataset).

XYZ file:
```
56
C25H22ClN3O5 (ωB97M-V/def2-TZVPD)
N -5.238 -1.726 1.755
C -5.324 -0.955 0.641
O -6.179 -1.137 -0.202
C -4.279 0.099 0.530
C -3.683 0.696 1.638
C -2.669 1.621 1.483
C -2.214 1.939 0.208
N -1.122 2.779 -0.021
C -0.440 3.527 0.876
O -0.769 3.769 2.011
C 0.844 4.136 0.266
O 1.909 3.189 0.184
C 1.929 2.321 -0.816
O 1.093 2.255 -1.688
C 3.131 1.411 -0.725
C 2.769 0.216 0.180
N 1.639 -0.502 -0.377
C 0.382 -0.323 0.095
O 0.140 0.369 1.061
C -0.660 -1.054 -0.689
C -0.719 -0.897 -2.071
C -1.700 -1.530 -2.810
C -2.631 -2.338 -2.177
C -2.591 -2.502 -0.804
C -1.617 -1.850 -0.065
Cl -1.584 -2.050 1.644
C 3.899 -0.757 0.427
C 5.117 -0.711 -0.235
C 6.095 -1.655 0.035
C 5.866 -2.656 0.961
C 4.650 -2.712 1.623
C 3.676 -1.768 1.358
C -2.838 1.379 -0.907
C -3.872 0.483 -0.745
H -4.445 -1.680 2.369
H -5.890 -2.485 1.862
H -4.019 0.454 2.635
H -2.203 2.073 2.342
H -0.711 2.685 -0.946
H 0.634 4.542 -0.730
H 1.209 4.918 0.933
H 3.965 1.955 -0.285
H 3.380 1.062 -1.728
H 2.416 0.610 1.143
H 1.793 -1.062 -1.201
H -0.007 -0.244 -2.555
H -1.741 -1.391 -3.880
H -3.398 -2.836 -2.749
H -3.316 -3.123 -0.304
H 5.321 0.060 -0.961
H 7.041 -1.605 -0.484
H 6.630 -3.389 1.169
H 4.462 -3.488 2.349
H 2.728 -1.807 1.875
H -2.496 1.642 -1.898
H -4.365 0.046 -1.599
```

Computed properties:
ΔE to the lowest compared entry with this formula, charge and spin: 0.00 kcal/mol
Charge: 0
Gap between HOMO and LUMO: 8.82 eV
SMILES string: NC(=O)c1ccc(NC(=O)COC(=O)C[C@@H](NC(=O)c2ccccc2Cl)c2ccccc2)cc1

Results of the Mulliken charge analysis, in e, for atoms 1 through 2: atom 1 (N): -0.307, atom 2 (C): 0.064

***

# C25H22F2N

An isolated ion of composition C25H22F2N and charge +1 at a distorted geometry (ωB97M-V/def2-TZVPD, the Open Molecules 2025 dataset).

XYZ file:
```
50
C25H22F2N (ωB97M-V/def2-TZVPD)
C -3.118 3.267 3.923
C -4.066 2.777 2.914
N -5.123 3.470 2.552
C -5.423 4.809 3.052
C -5.967 2.744 1.687
C -7.161 3.167 1.125
C -7.870 2.231 0.359
C -7.331 0.955 0.143
C -6.080 0.580 0.672
C -5.404 1.486 1.483
C -4.088 1.413 2.231
C -2.895 1.171 1.351
C -2.971 -0.214 0.739
C -2.723 -1.327 1.465
C -2.604 -2.657 0.899
C -2.488 -3.775 1.756
C -2.414 -5.065 1.246
C -2.441 -5.287 -0.141
C -2.531 -4.173 -0.975
F -2.501 -4.376 -2.335
C -2.609 -2.867 -0.502
C -2.705 2.285 0.312
C -1.846 3.351 0.578
C -1.641 4.361 -0.368
C -2.288 4.310 -1.608
C -3.153 3.245 -1.839
F -3.823 3.182 -3.040
C -3.382 2.234 -0.901
H -2.433 2.449 4.168
H -2.522 4.122 3.563
H -3.628 3.584 4.849
H -6.325 5.172 2.554
H -5.589 4.784 4.139
H -4.589 5.493 2.833
H -7.510 4.186 1.291
H -8.839 2.496 -0.071
H -7.895 0.241 -0.458
H -5.655 -0.404 0.477
H -4.103 0.646 3.022
H -2.007 1.185 2.002
H -3.249 -0.284 -0.315
H -2.616 -1.247 2.557
H -2.472 -3.592 2.832
H -2.330 -5.910 1.928
H -2.379 -6.287 -0.561
H -2.660 -2.028 -1.195
H -1.336 3.393 1.544
H -0.958 5.179 -0.140
H -2.152 5.078 -2.366
H -4.081 1.431 -1.132
```

Computed properties:
ΔE to the lowest compared entry with this formula, charge and spin: 0.00 kcal/mol
Charge: +1
Gap between HOMO and LUMO: 7.10 eV
SMILES string: CC1=[N+](C)c2ccccc2[C@H]1[C@@H](/C=C/c1cccc(F)c1)c1cccc(F)c1

Results of the Mulliken charge analysis, in e, for atoms 1 through 2: atom 1 (C): -2.040, atom 2 (C): -0.286

***

# C25H22N2O2PtS2Se2

C25H22N2O2PtS2Se2 as an isolated structure at a distorted geometry (ωB97M-V/def2-TZVPD, the Open Molecules 2025 dataset).

XYZ file:
```
56
C25H22N2O2PtS2Se2 (ωB97M-V/def2-TZVPD)
Pt 0.141 0.498 0.148
O 0.809 6.229 1.658
C -0.044 5.322 2.306
C -0.119 4.043 1.428
C -0.682 4.474 0.069
O -0.751 3.334 -0.764
C -1.036 3.036 2.125
Se -1.798 1.570 1.044
C 1.322 3.527 1.315
Se 1.779 2.340 -0.162
H 0.860 7.052 2.156
H -1.052 5.743 2.422
H 0.341 5.058 3.300
H -0.024 5.237 -0.363
H -1.680 4.906 0.208
H -1.148 3.569 -1.611
H -1.903 3.558 2.532
H -0.505 2.566 2.958
H 1.605 3.015 2.240
H 1.971 4.400 1.196
S 3.896 -3.132 -4.989
C 3.532 -2.647 -6.566
C 2.516 -1.718 -6.618
C 2.022 -1.387 -5.356
C 2.661 -2.065 -4.331
C 2.465 -2.001 -2.914
C 1.497 -1.162 -2.308
N 1.315 -1.090 -1.011
C 2.065 -1.855 -0.183
C 3.057 -2.732 -0.683
C 3.826 -3.522 0.226
C 3.616 -3.453 1.561
C 2.621 -2.587 2.104
C 2.382 -2.475 3.473
C 1.386 -1.622 3.951
C 0.661 -0.886 2.986
N 0.905 -0.958 1.705
C 1.850 -1.787 1.222
C 1.094 -1.471 5.345
C 1.686 -2.107 6.420
C 1.153 -1.717 7.651
C 0.155 -0.784 7.524
S -0.147 -0.367 5.903
C 3.247 -2.782 -2.061
H 4.079 -3.068 -7.388
H 2.154 -1.300 -7.540
H 1.227 -0.679 -5.209
H 0.859 -0.539 -2.919
H 4.583 -4.173 -0.183
H 4.202 -4.050 2.242
H 2.975 -3.059 4.156
H -0.149 -0.239 3.303
H 2.476 -2.829 6.324
H 1.485 -2.105 8.595
H -0.414 -0.323 8.307
H 4.005 -3.432 -2.467
```

Computed properties:
ΔE to the lowest compared entry with this formula, charge and spin: 6.85 kcal/mol
Charge: +2
Spin multiplicity: 5
Gap between HOMO and LUMO (spin up / spin down): 6.64 / 3.78 eV

Results of the Mulliken charge analysis, in e, for atoms 1 through 2: atom 1 (Pt): 0.977, atom 2 (O): -0.520

***

# C25H22N2O4OsSSbSe4

C25H22N2O4OsSSbSe4 as an isolated structure at a distorted geometry (ωB97M-V/def2-TZVPD, the Open Molecules 2025 dataset).

XYZ file:
```
60
C25H22N2O4OsSSbSe4 (ωB97M-V/def2-TZVPD)
Os -1.139 1.099 1.282
Se -5.416 1.391 4.283
Sb -3.042 1.623 4.246
Se -2.010 -0.333 2.849
Se -2.257 2.938 2.161
Se -1.760 2.137 6.189
O 1.960 1.569 -1.126
S 1.286 2.555 -0.321
O 1.489 3.949 -0.639
N -0.339 2.212 -0.285
C -1.055 2.345 -1.508
C -0.578 2.920 -2.665
C -1.374 3.001 -3.831
C -2.645 2.520 -3.859
C -3.173 1.920 -2.691
C -4.483 1.391 -2.635
C -4.949 0.825 -1.488
C -4.094 0.772 -0.365
N -2.884 1.243 -0.391
C -2.388 1.826 -1.523
C 1.781 2.346 1.339
C 2.711 1.360 1.631
C 3.063 1.158 2.955
C 2.458 1.908 3.959
C 1.537 2.900 3.646
C 1.209 3.139 2.325
H 0.419 3.330 -2.685
H -0.952 3.463 -4.716
H -3.256 2.585 -4.753
H -5.107 1.446 -3.521
H -5.951 0.420 -1.420
H -4.423 0.343 0.578
H 3.115 0.752 0.834
H 3.777 0.384 3.205
H 2.690 1.706 4.999
H 1.054 3.465 4.431
H 0.512 3.918 2.061
C 3.300 -5.633 -1.552
C 2.457 -4.473 -1.072
C 2.024 -4.393 0.245
C 1.243 -3.330 0.702
C 0.792 -3.299 2.142
C 0.878 -2.335 -0.208
C 1.296 -2.393 -1.542
C 0.916 -1.307 -2.520
C 2.087 -3.460 -1.950
C 0.040 -1.162 0.221
O 0.522 -0.342 1.094
O -1.081 -0.958 -0.269
H 3.667 -6.227 -0.714
H 4.161 -5.285 -2.125
H 2.723 -6.295 -2.202
H 2.308 -5.173 0.946
H 1.310 -4.068 2.717
H -0.280 -3.485 2.221
H 0.980 -2.332 2.601
H 1.236 -0.325 -2.164
H -0.166 -1.261 -2.645
H 1.374 -1.491 -3.493
H 2.426 -3.498 -2.984
```

Computed properties:
ΔE to the lowest compared entry with this formula, charge and spin: 0.00 kcal/mol
Charge: -1
Spin multiplicity: 5
Gap between HOMO and LUMO (spin up / spin down): 7.28 / 5.57 eV

Results of the Mulliken charge analysis, in e, for atoms 1 through 2: atom 1 (Os): 3.220, atom 2 (Se): -0.608

***

# C25H22N3O3S3Sn

C25H22N3O3S3Sn as an isolated structure at a distorted geometry (ωB97M-V/def2-TZVPD, the Open Molecules 2025 dataset).

XYZ file:
```
57
C25H22N3O3S3Sn (ωB97M-V/def2-TZVPD)
Sn -1.439 1.542 0.603
S -2.726 1.809 -1.595
C -4.402 1.803 -1.114
C -5.334 2.128 -2.093
C -6.696 2.141 -1.819
C -7.616 2.474 -2.830
N -8.348 2.740 -3.674
C -7.138 1.801 -0.522
C -6.204 1.465 0.449
C -4.840 1.467 0.182
S -3.765 1.033 1.491
C -8.511 1.826 -0.219
N -9.631 1.859 0.035
H -4.976 2.383 -3.079
H -6.530 1.193 1.442
C 5.282 -0.074 -2.402
C 4.444 -0.749 -1.353
C 3.806 -1.947 -1.646
C 3.000 -2.565 -0.708
C 2.846 -2.020 0.550
C 3.496 -0.833 0.866
N 3.467 -0.301 2.155
C 2.559 -0.604 3.140
C 3.007 -0.780 4.451
C 2.130 -1.122 5.461
C 0.787 -1.320 5.180
C 0.320 -1.083 3.898
C 1.181 -0.696 2.881
C 0.583 -0.092 1.656
O 1.125 0.907 1.172
O -0.544 -0.522 1.258
C 4.280 -0.179 -0.093
C 4.867 1.153 0.280
H 5.419 -0.729 -3.259
H 6.266 0.196 -2.015
H 4.782 0.833 -2.743
H 3.907 -2.385 -2.628
H 2.493 -3.484 -0.958
H 2.225 -2.515 1.285
H 4.358 0.047 2.482
H 4.060 -0.648 4.665
H 2.494 -1.239 6.473
H 0.107 -1.623 5.961
H -0.735 -1.150 3.680
H 4.068 1.782 0.677
H 5.311 1.654 -0.574
H 5.636 1.051 1.054
C -1.541 -1.631 -2.081
S -0.246 -0.322 -1.998
C -0.646 0.390 -3.665
O 1.019 -1.028 -2.202
H -1.287 -2.303 -2.894
H -2.514 -1.175 -2.230
H -1.521 -2.159 -1.132
H -0.293 -0.300 -4.425
H -0.127 1.340 -3.746
H -1.714 0.560 -3.732
```

Computed properties:
ΔE to the lowest compared entry with this formula, charge and spin: 9.10 kcal/mol
Charge: -1
Gap between HOMO and LUMO: 7.21 eV

Results of the Mulliken charge analysis, in e, for atoms 1 through 2: atom 1 (Sn): 0.302, atom 2 (S): -0.375

***

# C25H22N6O5

One molecule with the formula C25H22N6O5 at a distorted geometry (ωB97M-V/def2-TZVPD, the Open Molecules 2025 dataset).

XYZ file:
```
58
C25H22N6O5 (ωB97M-V/def2-TZVPD)
C 0.819 3.368 -3.743
O 1.542 3.499 -2.540
C 1.366 2.570 -1.572
C 2.138 2.735 -0.418
C 2.064 1.830 0.613
C 1.208 0.730 0.530
C 1.123 -0.280 1.612
O 0.088 -0.860 1.905
N 2.267 -0.499 2.322
C 3.568 -0.354 1.804
C 4.572 0.198 2.588
C 5.834 0.406 2.059
C 6.100 0.079 0.739
C 5.117 -0.504 -0.040
C 3.857 -0.751 0.491
C 2.873 -1.475 -0.294
N 2.762 -1.435 -1.636
N 1.811 -2.240 -1.953
N 1.356 -2.765 -0.843
C 0.314 -3.740 -0.761
C -1.094 -3.156 -1.045
O -1.720 -3.541 -2.006
N -1.500 -2.254 -0.130
C -2.725 -1.561 -0.108
C -3.727 -1.748 -1.057
C -4.892 -1.013 -0.974
C -5.089 -0.094 0.047
C -4.097 0.068 1.019
C -2.920 -0.657 0.930
O -4.251 0.927 2.079
C -5.584 1.343 2.266
C -6.205 1.744 0.928
O -6.256 0.632 0.064
N 1.987 -2.324 0.221
C 0.398 0.605 -0.594
C 0.479 1.499 -1.642
H -0.259 3.448 -3.574
H 1.147 4.193 -4.373
H 1.042 2.420 -4.242
H 2.798 3.587 -0.362
H 2.661 1.988 1.498
H 2.158 -1.102 3.128
H 4.352 0.475 3.608
H 6.607 0.837 2.677
H 7.077 0.265 0.321
H 5.313 -0.794 -1.060
H 0.345 -4.166 0.244
H 0.492 -4.511 -1.514
H -0.884 -1.997 0.642
H -3.591 -2.456 -1.855
H -5.674 -1.137 -1.706
H -2.160 -0.503 1.678
H -5.553 2.186 2.958
H -6.174 0.527 2.706
H -7.233 2.088 1.054
H -5.600 2.543 0.477
H -0.301 -0.214 -0.661
H -0.149 1.347 -2.504
```

Computed properties:
ΔE to the lowest compared entry with this formula, charge and spin: 4.21 kcal/mol
Charge: 0
Gap between HOMO and LUMO: 8.29 eV
SMILES string: COc1ccc(C(=O)Nc2ccccc2-c2nnn(CC(=O)Nc3ccc4c(c3)OCCO4)n2)cc1

Results of the Mulliken charge analysis, in e, for atoms 1 through 2: atom 1 (C): -0.831, atom 2 (O): -0.467